Here is a molecular structure, C34H54As2FN3Si3Y at a distorted geometry from the Open Molecules 2025 dataset. Energies are from ωB97M-V/def2-TZVPD.

XYZ file:
```
98
Properties=species:S:1:pos:R:3:forces:R:3
Y -0.4015 -0.0206 -0.2573 0.319 0.241 0.325
C -0.5203 -1.4630 3.7641 -0.005 -0.051 -0.122
As 0.3016 0.1033 2.9155 0.117 -0.101 0.809
C -0.2662 1.4685 4.2243 -0.121 0.119 -0.320
C 2.1283 -0.0559 3.6066 -0.122 0.000 -0.367
C 2.3614 -0.3082 4.9536 -0.240 -0.061 0.088
C 3.6467 -0.3496 5.4575 -0.046 0.000 0.030
C 4.7182 -0.1264 4.6108 0.025 0.008 0.013
C 4.4937 0.1356 3.2729 0.243 0.042 -0.181
C 3.2066 0.1696 2.7504 -0.361 -0.104 -0.046
As 2.8905 0.6293 0.8665 0.802 0.141 0.306
C 4.6244 0.0026 0.1536 -0.214 -0.084 -0.119
C 3.4242 2.5145 1.0942 -0.089 0.042 -0.213
H -0.4707 -1.3957 4.8509 0.016 0.063 -0.065
H 0.0018 -2.3640 3.4392 -0.026 0.060 -0.017
H -1.5652 -1.5334 3.4577 0.028 0.034 0.022
H -0.2156 1.0639 5.2349 0.043 -0.070 -0.095
H -1.2847 1.8046 4.0289 0.019 -0.051 -0.030
H 0.4051 2.3270 4.1602 -0.033 -0.072 -0.040
H 1.5249 -0.4694 5.6225 0.013 -0.025 0.040
H 3.8125 -0.5422 6.5053 0.007 -0.044 0.129
H 5.7259 -0.1486 4.9959 0.108 0.004 0.015
H 5.3446 0.3264 2.6339 0.045 -0.024 -0.014
H 5.4369 0.6271 0.5215 -0.074 0.009 0.025
H 4.6197 0.0517 -0.9331 -0.062 0.029 0.010
H 4.8000 -1.0317 0.4555 -0.063 0.074 -0.012
H 4.3854 2.5504 1.6085 -0.054 -0.118 -0.033
H 2.6943 3.0546 1.6930 -0.055 -0.039 0.000
H 3.5198 3.0041 0.1243 -0.052 -0.020 0.010
C 2.1854 -0.5143 -4.9849 -0.311 0.064 0.684
Si 1.7553 -0.1991 -3.1533 -0.042 0.077 -0.001
C 2.5670 -1.6191 -2.1472 -0.316 0.467 -0.193
C 2.6913 1.3908 -2.6493 -0.320 -0.602 -0.044
C -0.0926 -0.0441 -2.7260 -0.115 0.176 -0.323
Si -1.1234 -1.4709 -3.4849 0.005 -0.046 -0.045
C -2.7242 -1.7549 -2.4661 0.732 0.201 -0.357
C -1.6187 -1.1748 -5.3019 0.184 -0.033 0.715
C -0.2338 -3.1673 -3.4657 -0.198 0.751 0.017
Si -0.6961 1.6839 -3.2452 -0.048 -0.130 -0.174
C -0.1416 2.3800 -4.9394 -0.045 -0.305 0.645
C -2.5880 1.9878 -3.1622 0.683 -0.308 0.007
C -0.0875 2.9228 -1.8935 -0.181 -0.132 -0.767
C 0.0380 4.2830 -2.1530 0.041 0.031 0.076
C 0.2642 5.1731 -1.1196 0.009 -0.094 0.035
C 0.3592 4.6824 0.1756 -0.013 -0.099 -0.105
C 0.2297 3.3196 0.3586 0.006 0.132 0.488
N 0.0267 2.4628 -0.6416 -0.082 -0.826 0.323
H 3.2589 -0.5251 -5.1437 0.255 -0.009 0.091
H 1.7761 0.2639 -5.6162 -0.146 0.251 -0.158
H 1.7917 -1.4585 -5.3432 -0.107 -0.251 -0.061
H 3.6196 -1.7038 -2.3962 0.256 0.031 -0.002
H 2.1094 -2.5762 -2.3623 -0.167 -0.217 -0.102
H 2.4924 -1.4060 -1.0770 0.062 -0.011 0.066
H 3.7589 1.3012 -2.8225 0.236 -0.118 -0.049
H 2.5300 1.6205 -1.5968 -0.017 0.112 0.012
H 2.3497 2.2382 -3.2282 -0.115 0.296 -0.139
H -3.5568 -1.1892 -2.8656 -0.193 0.267 0.025
H -2.6077 -1.4803 -1.4141 -0.166 -0.009 0.168
H -3.0180 -2.7983 -2.4973 0.023 -0.275 0.040
H -2.2208 -0.2790 -5.4075 -0.172 0.237 -0.037
H -2.1961 -2.0093 -5.6899 -0.117 -0.167 0.000
H -0.7440 -1.0594 -5.9328 0.242 0.025 -0.115
H -0.0424 -3.5275 -2.4613 0.044 -0.062 0.290
H 0.7064 -3.1331 -4.0016 0.263 -0.035 -0.155
H -0.8563 -3.9081 -3.9566 -0.231 -0.077 -0.128
H -0.3697 1.6674 -5.7244 -0.064 -0.214 -0.163
H 0.9229 2.5843 -4.9817 0.245 -0.015 -0.013
H -0.6591 3.3014 -5.1944 -0.156 0.131 0.110
H -3.1508 1.1052 -3.4401 -0.187 -0.254 -0.042
H -2.8814 2.7761 -3.8474 0.072 0.204 -0.152
H -2.8978 2.2970 -2.1683 -0.042 -0.003 0.192
H -0.0547 4.6308 -3.1690 -0.022 0.095 -0.134
H 0.3447 6.2316 -1.3129 0.045 0.114 -0.016
H 0.5211 5.3430 1.0134 -0.011 -0.019 0.086
H 0.2563 2.8825 1.3568 0.056 0.115 -0.103
F -7.5735 -1.1307 0.7452 0.111 0.019 0.008
C -6.3034 -0.6728 0.7850 0.134 0.074 0.060
C -5.6012 -0.7225 1.9752 -0.362 -0.175 -0.165
C -4.3053 -0.2417 2.0085 0.239 0.089 -0.283
C -3.6979 0.2963 0.8665 -0.468 -0.020 0.033
C -2.3503 0.8947 0.9093 0.584 -0.194 -0.276
C -4.4457 0.3277 -0.3179 0.192 -0.112 0.397
C -5.7382 -0.1482 -0.3637 -0.303 -0.217 0.092
H -6.0852 -1.1175 2.8560 -0.016 -0.037 0.073
H -3.7635 -0.2436 2.9488 -0.006 0.010 0.000
H -2.3970 1.8886 0.4435 0.081 0.029 0.093
H -2.0693 1.0445 1.9622 -0.001 0.136 -0.228
H -3.9935 0.7407 -1.2076 -0.059 0.040 -0.068
H -6.3164 -0.1248 -1.2723 -0.112 0.024 -0.149
N 0.8163 -3.4482 0.1076 0.281 -0.135 -0.046
C 0.5519 -4.7116 0.4755 -0.239 0.129 0.045
C -0.7252 -4.7231 0.9882 0.080 0.102 0.007
C -1.1626 -3.4009 0.8883 0.117 -0.133 -0.071
N -0.2218 -2.6320 0.3468 -0.044 1.070 -0.238
H 1.6492 -3.1007 -0.3534 -0.214 -0.034 0.073
H 1.2617 -5.5016 0.3475 0.224 -0.141 -0.055
H -1.2645 -5.5580 1.3839 -0.083 -0.176 0.051
H -2.1111 -2.9935 1.1830 -0.179 0.190 0.008
```
Forces are in eV/Å.

For the total energy, the calculation gives -6970.37773 Eh. Its relative energy (zero: lowest compared OMol25 entry of this formula, charge and spin) is 0.0 kJ/mol. The orbital gap comes out at 7.23 eV. As for the HOMO energy: -9.622 eV. The total charge is +1.